# 1
82
Properties=species:S:1:pos:R:3:forces:R:3 method="wB97M-V/def2-TZVPD" e_tot_ev=-71770.4314 max_force_ev_per_a=2.20
S -3.7710 2.6913 -1.1960 -0.142 -0.141 0.299
P -3.9873 1.1285 -0.0736 0.207 1.795 -1.237
O 1.5196 2.1995 -3.7816 -0.145 0.066 -0.747
O 2.0357 3.6374 -6.8846 0.035 0.003 0.096
O -2.5719 0.6237 -3.2509 0.141 -0.265 0.070
O 0.5558 0.1230 -4.6165 -0.329 0.169 0.154
O -0.8894 1.9039 -4.0294 0.052 -0.336 0.031
O -0.9579 2.7955 3.9776 0.035 -0.062 -0.075
O 5.1845 -2.6665 1.4827 0.149 0.063 0.279
O 0.6027 2.1730 -5.9490 0.156 -0.022 0.499
O -0.8176 -1.5365 -3.9649 0.084 0.108 -0.208
O 3.1773 3.6652 -4.1749 -0.034 -0.022 0.011
N -1.1742 -3.1262 -1.6178 0.405 0.246 0.395
N -1.3923 0.5349 0.6903 1.038 -0.011 -1.248
N -3.0698 -3.4528 -0.2877 0.570 0.553 0.081
N -3.3242 -2.8149 -2.6238 -0.298 -0.456 0.499
C 5.4828 -3.6397 2.4659 -0.396 0.121 -0.427
C 3.5905 0.9191 -0.1418 0.496 -0.372 -0.481
C -1.4854 0.7651 -3.7516 -0.521 0.604 0.172
C -2.3890 2.1096 2.0879 0.225 0.515 -0.369
C 1.4142 1.9002 -1.0721 -0.362 -0.786 0.332
C -3.3987 -0.2019 2.2135 0.875 -0.987 -1.053
C -0.7819 1.8694 0.2419 0.627 0.725 0.474
C 1.6428 3.0128 -5.9478 -0.331 -0.012 -0.794
C 4.3372 -0.4006 0.1014 -0.520 0.232 0.814
C 0.7392 1.8269 0.3166 0.714 -0.305 -0.775
C 2.5415 0.8811 -1.2447 -0.180 0.582 0.127
C -2.2692 -2.8899 0.8194 -1.238 -0.706 -0.007
C -0.5553 -0.3727 -4.1309 0.484 -0.653 -0.152
C -1.8669 1.8326 3.5239 -0.215 -0.070 -0.075
C -2.5751 -1.4022 2.7426 -0.697 -0.192 0.641
C -3.0321 -2.7390 2.1427 1.067 0.507 -0.392
C -2.4321 -3.1300 -1.5494 0.032 -0.124 -0.180
C 2.2363 3.0293 -4.5445 0.302 0.033 0.584
C -1.4089 2.8964 1.1866 -1.103 -0.015 0.007
C 0.4067 2.4439 3.8459 0.084 0.134 0.001
C 3.7986 -2.6224 1.2508 -0.245 -0.490 -0.378
C -2.7093 0.8525 1.2702 -1.032 -0.628 1.833
C 3.4550 -1.6542 0.1371 0.713 -0.068 -0.386
B 0.4519 1.6090 -4.6043 0.302 0.305 -0.373
H 0.8381 2.1934 4.8096 -0.005 -0.034 0.271
H 0.9560 3.2828 3.4298 0.056 0.176 -0.019
H -1.3706 -3.4620 1.0033 0.526 0.080 -0.063
H -3.8637 0.2850 3.0531 -0.046 0.559 0.123
H -1.3894 -0.0801 -0.1308 -0.306 -0.135 0.104
H 1.7297 2.9027 -1.3271 0.043 0.248 0.055
H -3.1013 -3.4458 -3.3840 -0.024 0.256 -0.255
H 1.1379 2.6255 0.9224 -0.160 0.238 0.391
H -2.7214 1.8701 4.1913 -0.113 -0.009 0.208
H -2.7211 -3.5387 2.8041 -0.373 -0.242 0.228
H 6.5454 -3.6429 2.6570 0.230 0.154 0.054
H -2.0050 -1.8964 0.5119 0.348 0.330 -0.374
H -2.0297 3.6240 0.6840 0.012 -0.018 -0.691
H 3.4775 -3.6188 0.9312 -0.165 -0.190 0.056
H -4.1040 -2.7092 2.0028 -0.250 -0.314 -0.027
H -0.6801 3.5040 1.6943 0.317 -0.238 0.506
H 5.1598 -0.5235 -0.5868 0.097 -0.106 -0.363
H 4.8012 -0.3207 1.0792 0.272 0.106 0.154
H -2.7418 -1.4493 3.8136 0.102 0.122 0.292
H -1.4580 0.8275 3.6192 0.264 -0.178 -0.011
H 0.6630 1.6097 -1.7953 -0.146 0.254 -0.218
H 5.1857 -4.6258 2.1070 -0.012 -0.232 0.016
H 1.1017 0.9055 0.7805 -0.166 -0.227 0.222
H -3.3418 2.6176 2.1939 -0.027 0.519 -0.009
H 4.9173 -3.4232 3.3725 0.087 -0.024 0.294
H -1.4979 -1.3122 2.6233 0.212 0.152 -0.071
H -0.6803 0.1373 1.3096 -0.562 -0.195 0.478
H 3.2300 -2.4170 2.1634 0.186 0.295 0.328
H -3.0612 -4.4633 -0.1898 -0.376 -0.033 -0.117
H 2.3959 -1.4257 0.1824 -0.242 0.105 0.160
H 3.6009 -2.1839 -0.7975 -0.148 -0.116 -0.294
H 0.5616 1.5940 3.1862 -0.079 -0.193 -0.192
H -0.8270 -2.7821 -2.5144 -0.271 -0.200 0.042
H 3.0097 1.1012 -2.1953 0.144 -0.142 -0.222
H -5.1926 1.2150 0.6460 0.222 -0.580 0.309
H -3.1419 -1.8653 -2.9355 0.074 -0.001 -0.213
H 2.0602 -0.0865 -1.3598 0.084 -0.314 0.154
H -1.0607 1.9819 -0.7959 -0.465 0.226 -0.108
H 4.3348 1.6441 -0.4533 0.154 0.351 0.141
H -4.0202 -0.0642 -0.8301 0.045 -0.297 0.549
H 3.2121 1.2766 0.8123 -0.327 -0.005 0.126
H -4.2219 -0.6356 1.6525 -0.219 -0.189 -0.055



# 2
83
Properties=species:S:1:pos:R:3:forces:R:3 method="wB97M-V/def2-TZVPD" charge=+1 e_tot_ev=-143732.9675 max_force_ev_per_a=1.18
Br -2.1951 -4.0760 -2.8981 0.070 0.068 0.060
S -7.5137 -0.5128 -3.5165 -0.231 -0.117 -0.031
P -3.1077 -3.4244 -4.8026 0.007 0.042 -0.222
O 5.2347 -0.6179 5.1664 -0.045 0.052 -0.095
O 3.0419 1.5981 -0.2725 -0.037 0.086 -0.111
O 1.9975 3.8068 4.3531 -0.058 0.005 -0.017
O 2.4636 0.0975 1.1585 -0.045 -0.074 0.048
O -1.7776 -3.0874 -5.6632 -0.113 0.116 -0.068
O -6.8561 -4.7973 -2.8157 0.509 -0.452 -0.056
O 6.7332 -1.2822 6.7191 0.068 0.004 0.034
O 4.6416 -2.1231 6.5959 -0.027 -0.018 -0.003
O -7.2237 -4.9787 -0.5923 0.365 -0.045 -0.421
O 4.1269 4.4610 4.7143 0.072 0.014 -0.025
O 2.6061 4.2685 6.3723 -0.022 0.000 0.021
O 4.5559 0.9438 1.2704 0.104 0.025 0.069
N -3.0825 -0.5653 -4.1864 0.011 0.042 -0.084
N -2.9683 1.7760 -3.7944 0.496 -0.867 0.629
N -1.7046 -0.5901 -4.4443 -0.036 -0.428 0.127
C -3.8007 -1.7492 -4.2891 0.446 0.213 0.026
C 3.6109 4.6836 7.3057 0.007 0.019 0.125
C 2.3154 3.6997 2.9667 -0.051 -0.103 -0.167
C 0.5622 -1.2251 -3.7414 -0.288 -0.229 -0.205
C -5.9820 -3.0037 -4.1119 -0.138 0.074 0.099
C 6.2237 0.2800 4.6443 0.032 0.142 -0.159
C 5.6460 -1.3352 6.2112 -0.066 -0.010 -0.015
C -6.0424 -3.6316 -2.7278 -0.113 0.319 -0.108
C 3.0217 4.2065 5.1128 -0.038 -0.034 0.027
C -3.6845 0.6131 -3.8874 -0.042 0.327 -0.031
C 1.1748 -2.3519 -2.9032 0.027 0.015 -0.205
C 3.4654 0.8828 0.7726 -0.151 -0.022 -0.072
C -5.0575 0.6453 -3.7075 -0.348 -0.130 0.121
C -6.9715 -5.4853 -1.6467 -0.403 0.288 0.727
C -5.1512 -1.7465 -4.0686 -0.307 0.131 -0.034
C -1.7145 1.9039 -0.5707 0.188 -0.137 -0.145
C -3.1544 2.5932 -2.5621 -0.183 0.645 -0.141
C -0.8227 -0.7621 -3.2734 0.286 0.599 0.066
C 4.9487 -2.9541 7.7207 -0.066 -0.083 0.063
C -1.8420 2.7980 -1.8063 0.005 -0.016 0.414
C 2.7724 -0.7423 2.2816 -0.031 -0.099 0.165
C -5.8007 -0.5063 -3.7759 0.205 -0.126 0.057
C 4.0209 2.4941 -0.8140 0.018 0.073 -0.043
H -6.4470 -2.9158 -2.0127 -0.079 -0.053 0.147
H -6.9927 -2.7536 -4.4297 -0.091 -0.048 -0.079
H 3.1277 4.6858 8.2772 -0.043 -0.015 -0.017
H 3.9670 5.6826 7.0642 0.034 -0.012 -0.043
H 2.2545 -2.2377 -2.8642 0.066 -0.039 0.167
H -1.9951 -3.2021 -6.5987 0.237 -0.132 -0.071
H -1.2781 -1.4598 -2.5818 -0.134 -0.221 -0.090
H -5.0356 -3.9093 -2.4090 -0.039 -0.062 0.106
H 1.4081 3.3625 2.4723 -0.044 -0.011 0.079
H -0.9804 2.6402 -2.4580 -0.027 0.054 -0.194
H 4.4442 3.9843 7.3056 0.025 0.015 -0.046
H -1.9799 1.5986 -3.8997 0.032 0.155 -0.131
H -1.4449 0.2094 -5.0031 -0.055 -0.101 -0.291
H 0.7757 -2.3938 -1.8921 0.103 0.155 0.138
H 3.5348 2.9990 -1.6433 -0.041 -0.022 0.007
H -6.8079 -6.5617 -1.7625 -0.217 -0.035 -0.314
H 4.0501 -3.5308 7.9167 -0.025 0.020 -0.036
H -5.5284 1.5956 -3.5145 0.046 0.105 -0.003
H 1.2338 -0.3714 -3.7976 0.042 0.077 0.085
H -0.6729 1.7407 -0.2999 0.077 0.026 0.007
H -0.7099 0.1870 -2.7382 -0.102 -0.018 0.210
H -7.6388 0.8089 -3.3685 0.010 0.103 0.037
H -2.1557 0.9249 -0.7623 -0.022 -0.098 0.092
H 4.8878 1.9432 -1.1719 0.032 -0.007 0.056
H 5.7761 -3.6213 7.4893 0.043 0.035 0.007
H -3.8737 2.1099 -1.9037 -0.074 -0.119 -0.030
H -1.7912 3.8377 -1.4900 0.096 0.090 -0.067
H -5.5953 -3.7153 -4.8356 -0.023 -0.074 0.029
H 5.1976 -2.3471 8.5884 0.053 0.013 -0.011
H 2.6146 4.6647 2.5612 0.082 -0.001 0.035
H 3.1108 2.9705 2.8125 0.067 0.065 -0.005
H 1.8774 -1.3229 2.4810 -0.048 0.044 -0.068
H 0.4309 -1.5873 -4.7606 0.107 0.008 -0.102
H 4.3296 3.2224 -0.0670 0.045 -0.036 0.030
H 0.9754 -3.3160 -3.3651 -0.078 -0.083 0.019
H -3.5738 3.5597 -2.8316 -0.049 0.002 -0.197
H 3.0202 -0.1421 3.1544 0.075 0.003 -0.010
H 5.7633 0.7891 3.8022 -0.098 -0.061 0.011
H 3.5982 -1.4096 2.0460 0.059 0.058 0.003
H 7.0957 -0.2721 4.3005 0.034 -0.018 0.082
H -2.1996 2.3436 0.2969 -0.194 -0.022 -0.005
H 6.5174 1.0058 5.3993 0.041 -0.048 0.042